Here is a 2-piece molecular cluster, C38H43N4O overall in a non-equilibrium geometry from the OMol25 dataset. Energies are from ωB97M-V/def2-TZVPD.

The total charge is +1. For the energy above the lowest of the compared OMol25 structures with the same formula, charge and spin, the calculation gives 26.7 kcal per mole. Its molar mass is 571.789 u. As for the highest occupied orbital energy: -8.08 eV. The value obtained for the LUMO energy is -4.75 eV. As for the gap between HOMO and LUMO: 0.122 hartree.

Element x y z (Å)
O 2.701 4.086 1.035
N -0.697 -0.125 0.908
N 4.971 1.923 3.643
N 4.759 2.687 2.498
N 3.751 3.743 4.131
C 3.055 1.946 8.075
C 6.415 7.032 4.222
C 3.097 4.752 4.924
C 0.948 4.315 3.644
C 4.025 8.103 3.304
C 1.221 6.223 5.218
C 4.321 2.547 4.597
C 4.604 0.885 0.881
C 3.769 0.055 1.785
C 4.795 8.811 4.214
C 5.826 2.932 0.295
C 5.249 1.293 6.475
C -1.367 -1.189 1.683
C -1.291 0.146 -0.403
C 1.855 6.858 6.283
C 6.393 4.250 0.667
C 5.283 1.030 7.836
C 6.025 2.425 -0.992
C 3.120 6.419 6.661
C 5.145 4.954 6.406
C 5.785 0.587 -2.709
C 3.457 4.679 1.841
C 5.083 2.169 1.213
C 4.848 0.415 -0.407
C 0.379 0.521 1.324
C 6.001 8.282 4.683
C 3.041 2.292 6.735
C 1.788 5.099 4.599
C 4.204 1.387 8.646
C 3.780 5.390 5.965
C 4.417 6.827 2.810
C 1.194 7.974 7.030
C 4.158 3.846 2.823
C 2.591 6.817 1.002
C 3.562 6.124 1.878
C 4.168 2.024 5.933
C 5.639 6.322 3.307
C 5.543 1.167 -1.348
H 5.584 4.994 0.758
H 5.700 4.453 5.598
H 2.704 0.314 1.675
H 1.010 4.729 2.629
H 2.610 6.352 0.004
H -1.187 1.216 -0.612
H 4.460 9.787 4.570
H 6.943 4.203 1.614
H 1.070 7.715 8.089
H 1.799 8.887 6.978
H -1.371 -0.923 2.741
H 6.154 0.541 8.267
H 0.867 1.282 0.699
H -2.344 -0.154 -0.411
H 1.577 6.663 1.426
H 5.992 5.347 2.978
H 2.169 2.780 6.305
H -0.871 -2.163 1.560
H 0.208 8.177 6.607
H 2.171 2.124 8.688
H 6.573 3.026 -1.724
H 5.725 5.828 6.727
H 4.257 1.238 9.723
H 5.049 4.255 7.254
H 6.595 8.825 5.423
H 6.062 1.000 5.815
H 1.232 3.252 3.625
H 7.352 6.607 4.591
H 0.838 0.263 2.284
H 2.772 7.898 0.888
H 3.890 -0.996 1.483
H 3.059 8.501 2.999
H 3.628 6.865 7.521
H 0.232 6.558 4.882
H 4.075 0.173 2.830
H -0.107 4.381 3.962
H 7.079 4.604 -0.114
H -2.403 -1.307 1.322
H 6.265 1.320 -3.359
H 4.495 -0.572 -0.697
H 6.429 -0.296 -2.631
H 4.840 0.263 -3.160
H -0.794 -0.423 -1.202

Here is C38H43NO3P2Sr as an isolated structure from the OMol25 dataset. Energies are from ωB97M-V/def2-TZVPD.

The total charge is +2. For the energy above the lowest of the compared OMol25 structures with the same formula, charge and spin, the calculation gives 2.3 kcal per mole. Its molar mass is 711.334 u. As for the highest occupied orbital energy: -12.02 eV. The value obtained for the LUMO energy is -5.32 eV. As for the gap between HOMO and LUMO: 0.246 hartree.

Element x y z (Å)
Sr -1.730 -1.579 -0.051
P 1.299 -1.196 0.866
P -0.562 1.053 -1.442
O -3.215 -1.180 1.847
O -2.523 -3.815 0.748
O -4.005 -0.812 -0.888
N 1.931 1.230 -0.303
C 0.597 1.735 -0.158
C 3.457 0.691 3.780
C -1.940 2.230 -1.357
C 2.207 -2.764 0.829
C 2.152 -0.185 -0.455
C 0.893 0.577 -5.206
C 2.396 -3.409 -0.395
C 3.488 -5.234 0.724
C 5.184 3.779 0.503
C 2.660 -3.368 1.999
C -3.693 3.246 -0.040
C -2.437 2.866 -2.491
C -2.578 2.426 -0.130
C 3.297 -4.600 1.943
C 0.310 1.341 -2.993
C -4.467 -0.082 -2.039
C -2.671 -5.070 0.054
C 3.021 2.087 -0.028
C 2.897 3.127 0.892
C -4.190 3.869 -1.178
C -3.488 -3.675 1.793
C 3.123 -0.012 2.635
C 1.089 2.483 -3.190
C -4.994 -0.946 0.142
C 1.765 2.663 -4.384
C 1.140 0.758 4.429
C 5.310 2.741 -0.409
C 4.237 1.908 -0.685
C 1.667 1.711 -5.393
C 0.221 0.390 -4.006
C 0.805 0.055 3.280
C -3.274 -2.405 2.592
C 1.791 -0.333 2.375
C -3.559 3.680 -2.399
C -4.430 -0.508 1.475
C 3.039 -4.637 -0.445
C 2.467 1.077 4.675
C 3.970 3.970 1.144
H 6.020 4.433 0.706
H 6.245 2.586 -0.931
H 2.734 1.626 5.569
H -2.549 -5.886 0.764
H -1.885 -5.115 -0.695
H 4.491 0.943 3.973
H 1.975 3.269 1.442
H -0.377 -0.506 -3.869
H -4.494 -3.723 1.366
H -4.152 0.544 1.422
H 3.905 -0.306 1.946
H -2.188 1.966 0.775
H -5.338 -0.578 -2.470
H -3.932 4.178 -3.285
H 3.220 -0.383 -0.368
H -2.320 -2.446 3.120
H 0.619 2.820 -0.272
H 2.533 -2.872 2.953
H -5.350 -1.979 0.165
H -1.944 2.736 -3.446
H -5.163 -0.643 2.275
H -4.077 -2.334 3.328
H 0.812 -0.166 -5.988
H 2.371 3.548 -4.529
H -0.236 -0.190 3.090
H 3.995 -6.189 0.685
H 2.067 -2.952 -1.323
H 3.854 4.771 1.861
H -5.847 -0.303 -0.084
H 4.347 1.134 -1.435
H 2.198 1.858 -6.324
H 3.656 -5.057 2.855
H -3.654 -0.077 -2.761
H 0.369 1.053 5.128
H 1.850 -0.547 -1.447
H -3.653 -5.112 -0.419
H -5.056 4.513 -1.110
H -4.704 0.944 -1.757
H 0.154 1.541 0.834
H 1.175 3.233 -2.414
H -3.368 -4.510 2.490
H -4.162 3.417 0.921
H 3.199 -5.121 -1.400

Question: Which value of gap between HOMO and LUMO does entry 1 give?
Answer: 0.122 hartree

Question: highest occupied orbital energy of number 1 (C38H43N4O)?
Answer: -8.08 eV

Question: The lowest highest occupied orbital energy belongs to which entry?
Answer: C38H43NO3P2Sr